Entry 1:
# C6H19BMgNO4P

A molecular structure, C6H19BMgNO4P in a non-equilibrium geometry (ωB97M-V/def2-TZVPD, the Open Molecules 2025 dataset).

```
33
Properties=species:S:1:pos:R:3
H -3.22 0.72 -1.79
H -1.48 0.50 2.02
H -1.40 0.94 -1.64
O -3.49 0.98 0.57
H -4.30 0.53 0.35
C -2.28 0.27 -1.41
Mg -0.47 0.86 -2.65
H 1.78 -2.14 1.79
H 2.59 2.32 0.03
H 2.20 0.04 0.22
N -0.77 1.86 0.55
H 0.98 1.31 1.58
O 2.69 -2.73 0.00
H -0.43 -0.27 0.81
O 1.11 1.47 -1.27
O 0.51 -2.99 -1.02
H 0.00 -0.43 -1.02
C -1.20 0.52 0.95
C 1.52 2.37 -0.21
H 0.67 3.04 1.69
H 1.46 -3.84 1.36
H -2.74 -0.95 0.39
H 1.36 3.40 -0.57
P 1.46 -0.22 -0.97
B 1.59 -2.15 -0.63
H -2.20 -0.71 -1.91
C 0.59 2.18 1.02
H -1.38 2.48 1.08
C 2.24 -3.06 1.34
H 2.23 -0.34 -2.18
H 3.08 -3.40 1.96
C -2.46 0.09 0.15
H -0.27 -2.64 -0.58
```

Highest occupied orbital energy = -16.237 eV
F_max = 6.8 eV Å⁻¹
E_LUMO = -10.1 eV
Total charge = +2

=====

Entry 2:
# C3HN3O2

C3HN3O2 in the gas phase in a non-equilibrium geometry (ωB97M-V/def2-TZVPD, the Open Molecules 2025 dataset).

```
9
Properties=species:S:1:pos:R:3
O -3.08 -0.59 0.00
O -0.84 -1.28 -0.04
N 1.70 1.25 -0.03
C 0.23 -0.25 0.10
C -1.99 -0.92 -0.08
N -0.40 0.93 0.00
H 2.29 -0.88 0.06
N 0.52 1.82 -0.06
C 1.57 -0.08 0.05
```

Highest occupied orbital energy = -9.603 eV
F_max = 3.1 eV Å⁻¹
E_LUMO = -0.9 eV
Relative energy (zero: lowest compared OMol25 entry of this formula, charge and spin) = 376.56 kJ/mol

=====

Listing gap between HOMO and LUMO for the structures above in their given order: 0.2263 0.3183 hartree.